ORCA calculation (wB97M-V/def2-TZVPD) on 7 unconnected molecules or ions with the total composition C34H31Br3N6O6.

Values from the calculation:
- SMILES string: O=[N+]([O-])c1ccccc1.O=[N+]([O-])c1ccccc1.O=[N+]([O-])c1ccccc1.BrC(Br)Br.c1ccncc1.c1ccncc1.c1ccncc1
- HOMO energy: -9.62 eV
- Multiplicity: 1
- Orbital gap: 9.08 eV
- Net charge: 0

CARTESIAN COORDINATES (ANGSTROEM)
O: 8.90077 4.46432 -1.45344
N: 7.81769 4.04694 -1.95862
O: 7.78416 3.35966 -2.91253
C: 6.50145 4.59752 -1.40396
C: 5.26359 3.93020 -1.69450
C: 4.10684 4.36330 -1.10172
C: 4.14210 5.41442 -0.14158
C: 5.32346 6.08631 0.12207
C: 6.47702 5.66131 -0.45995
H: 5.18589 3.04223 -2.30432
H: 3.20198 3.82879 -1.35054
H: 3.25384 5.81090 0.32767
H: 5.41499 6.94527 0.77031
H: 7.43205 6.15492 -0.35660
O: -7.49652 -5.01818 -2.24456
N: -7.09377 -6.13086 -2.45307
O: -6.76501 -6.85492 -1.54749
C: -7.13387 -6.58188 -3.86657
C: -6.43631 -7.74133 -4.13544
C: -6.52728 -8.26011 -5.50473
C: -7.29275 -7.66651 -6.45579
C: -7.96082 -6.51383 -6.13869
C: -7.91161 -5.94883 -4.87058
H: -5.75995 -8.14276 -3.39531
H: -6.02225 -9.15975 -5.82406
H: -7.40881 -8.05405 -7.45716
H: -8.47822 -6.06474 -6.97357
H: -8.50189 -5.07673 -4.63096
O: 0.15790 2.72102 3.64470
N: 0.37893 3.31916 4.62847
O: -0.46708 3.51919 5.50329
C: 1.69473 3.98922 4.86247
C: 1.75234 5.32258 5.34116
C: 2.99407 5.88490 5.41325
C: 4.12997 5.10855 5.27783
C: 4.03681 3.79305 4.84514
C: 2.82213 3.23301 4.66587
H: 0.89332 5.89688 5.65525
H: 3.05858 6.92966 5.67919
H: 5.15314 5.45095 5.32562
H: 4.96221 3.30415 4.57867
H: 2.62610 2.22721 4.32477
Br: -6.64780 -5.76925 6.33532
C: -6.29654 -3.92814 5.87328
Br: -7.86030 -2.71281 6.12905
Br: -5.55295 -3.63136 4.03402
H: -5.55990 -3.53774 6.57544
C: 0.67630 3.22391 -5.44289
C: 0.36338 4.44597 -6.06292
C: 1.28303 4.93828 -6.99629
N: 2.49529 4.47378 -7.15738
C: 2.83177 3.33998 -6.44342
C: 1.94726 2.61047 -5.70743
H: -0.01558 2.77745 -4.74404
H: -0.56622 4.91972 -5.78398
H: 1.19823 5.84530 -7.57641
H: 3.85324 2.99086 -6.47686
H: 2.18123 1.64982 -5.27292
C: 0.52018 -2.47505 5.23222
C: 1.87511 -2.35807 4.97085
C: 2.74207 -1.94015 5.95278
N: 2.32756 -1.54438 7.23150
C: 0.93233 -1.63757 7.42700
C: 0.03503 -2.18911 6.49821
H: -0.28028 -2.68978 4.53972
H: 2.40492 -2.64848 4.07567
H: 3.80668 -1.90253 5.77509
H: 0.46079 -1.29541 8.33639
H: -1.00510 -2.27708 6.77534
C: -1.59718 -3.02404 -0.60143
C: -0.90982 -1.80817 -0.72996
C: -0.34316 -1.51859 -2.00607
N: -0.53475 -2.30992 -3.11836
C: -1.27157 -3.39440 -3.00833
C: -1.81781 -3.80949 -1.75744
H: -1.76263 -3.39714 0.39847
H: -0.69613 -1.25674 0.17373
H: 0.34038 -0.70349 -2.19260
H: -1.33064 -3.95858 -3.92737
H: -2.43636 -4.68920 -1.65800

Atom charges from the Mulliken analysis, given in e for atoms 1 to 5:
1. O -0.576
2. N 0.898
3. O -0.532
4. C 0.105
5. C -0.241

---

ORCA calculation (wB97M-V/def2-TZVPD) on a molecular structure, C34H31FMoN4O6.

Values from the calculation:
- HOMO energy (spin up / spin down): -12.24 / -12.45 eV
- Energy above the lowest of the compared OMol25 structures with the same formula, charge and spin: 0.0 kJ/mol
- Multiplicity: 3
- Orbital gap (spin up / spin down): 6.64 / 6.75 eV
- Net charge: +2

CARTESIAN COORDINATES (ANGSTROEM)
Mo: 1.93496 -1.84048 -1.10273
C: -1.99830 4.56776 -2.93239
C: -2.53261 3.17114 -3.19604
N: -1.79204 2.14063 -2.43829
C: -0.82213 1.46963 -3.05546
C: -0.02479 0.51845 -2.45994
C: 1.04208 -0.07250 -3.33762
O: 1.06116 0.15279 -4.51660
O: 1.96445 -0.78426 -2.71390
C: -0.24971 0.19017 -1.11548
O: 0.39651 -0.69082 -0.44847
C: -1.28480 0.92933 -0.42346
C: -1.52896 0.68036 0.93441
C: -2.48801 1.39341 1.58729
F: -2.67987 1.18382 2.90008
C: -3.27422 2.36423 0.93997
C: -3.03506 2.60588 -0.39634
C: -2.03758 1.90643 -1.09229
N: -4.28292 3.11588 1.60264
C: -3.88356 4.44674 2.04068
C: -5.11134 5.30984 2.26576
N: -6.02903 4.63058 3.24926
C: -6.37804 3.23114 2.80958
C: -5.09358 2.44999 2.61239
H: -2.57300 5.29292 -3.50695
H: -0.95545 4.64528 -3.23886
H: -2.06107 4.83727 -1.87780
H: -2.42923 2.91196 -4.24721
H: -3.59003 3.07572 -2.95620
H: -0.65517 1.69322 -4.10214
H: -0.93921 -0.05524 1.46321
H: -3.65135 3.33954 -0.89421
H: -3.27486 4.92340 1.27411
H: -3.27826 4.40811 2.96038
H: -5.68146 5.43086 1.34644
H: -4.85250 6.28631 2.67009
H: -6.87883 5.18331 3.37366
H: -5.57295 4.58914 4.16459
H: -6.93922 3.32567 1.88188
H: -7.00634 2.78861 3.57994
H: -5.35403 1.44666 2.27953
H: -4.57646 2.35124 3.57592
C: 4.38603 -8.03502 0.36524
O: 3.25976 -8.25478 -0.48783
C: 2.57109 -7.20998 -0.92921
C: 1.48687 -7.50724 -1.77653
C: 0.72498 -6.49725 -2.28215
C: 0.98263 -5.13857 -1.97807
C: 0.17418 -4.07120 -2.49629
C: -0.98087 -4.29895 -3.41848
O: 0.39094 -2.87023 -2.20696
C: 2.07671 -4.87791 -1.12849
O: 2.41245 -3.61388 -0.78263
C: 2.86523 -5.88622 -0.60635
H: 4.78536 -9.01984 0.58027
H: 4.07661 -7.55263 1.29314
H: 5.14098 -7.43467 -0.14326
H: 1.28427 -8.54224 -2.01155
H: -0.09782 -6.75473 -2.93111
H: -1.14261 -5.33001 -3.70471
H: -0.81298 -3.69960 -4.31433
H: -1.87955 -3.91353 -2.93516
H: 3.68940 -5.61548 0.03518
N: 8.54703 3.11167 4.59818
C: 7.79614 2.54651 3.93836
C: 6.84884 1.84993 3.11094
C: 5.79203 1.16142 3.70328
C: 4.87360 0.50344 2.90934
C: 5.00570 0.52490 1.51842
C: 6.07338 1.20916 0.93213
C: 6.99086 1.87179 1.72494
C: 4.05730 -0.15988 0.69766
C: 3.26844 -0.76497 -0.00824
H: 5.70048 1.14529 4.78035
H: 4.05253 -0.03751 3.35915
H: 6.17727 1.21419 -0.14397
H: 7.81954 2.40387 1.27931

Atom charges from the Mulliken analysis, given in e for atoms 1 to 5:
1. Mo 1.097
2. C -0.941
3. C -1.006
4. N 0.169
5. C -0.161

---

ORCA calculation (wB97M-V/def2-TZVPD) on a molecular structure, C34H31GeIrN6O10.

Values from the calculation:
- HOMO energy (spin up / spin down): -11.00 / -11.00 eV
- Energy above the lowest of the compared OMol25 structures with the same formula, charge and spin: 286.6 kJ/mol
- Multiplicity: 2
- Orbital gap (spin up / spin down): 5.91 / 4.78 eV
- Net charge: +1

CARTESIAN COORDINATES (ANGSTROEM)
Ir: -0.20371 -0.00648 -0.55224
N: 0.78785 -1.35719 0.57143
N: 0.68884 -1.11337 1.95083
C: -0.25502 -0.17620 2.27179
O: -0.32901 0.32855 3.35850
O: -1.01380 0.11119 1.20791
H: 0.19200 -2.17236 0.33369
H: 1.75285 -1.55387 0.28567
H: 1.52336 -1.16505 2.51376
N: -0.66424 1.30285 -6.57809
C: -0.46891 1.07653 -5.25903
C: -1.20245 1.76341 -4.28323
C: -0.97910 1.50490 -2.95704
N: -0.07506 0.59152 -2.53846
C: 0.62818 -0.07644 -3.47370
C: 0.47032 0.13411 -4.81345
H: -1.28580 2.03151 -6.88075
H: -0.03489 0.91801 -7.25952
H: -1.93805 2.50532 -4.56330
H: -1.50148 2.05589 -2.18960
H: 1.34836 -0.79509 -3.11244
H: 1.06871 -0.42908 -5.51672
O: -0.94342 -3.24614 -0.08660
C: -1.06796 -2.76137 -1.19488
O: -0.40766 -1.70109 -1.61763
C: -1.93464 -3.47457 -2.20793
C: -1.27934 -4.83093 -2.49994
Ge: 0.63719 -4.70655 -2.78437
C: 1.75733 -4.10827 -1.33140
C: 1.84497 -4.85727 -0.15516
C: 2.59104 -4.39443 0.92144
C: 3.27752 -3.19012 0.82491
C: 3.20536 -2.43895 -0.34146
C: 2.44556 -2.89420 -1.41461
C: 1.23367 -6.58033 -3.03872
C: 0.31925 -7.65611 -3.22818
C: 0.77617 -8.89848 -3.57403
C: 2.17320 -9.12968 -3.70237
C: 3.09768 -8.09443 -3.50185
C: 2.64476 -6.84953 -3.15256
C: 1.06947 -3.76556 -4.42255
C: 2.40170 -3.53556 -4.78159
C: 2.71705 -2.99252 -6.02065
C: 1.70357 -2.67873 -6.91789
C: 0.37839 -2.90395 -6.57489
C: 0.06324 -3.43975 -5.33149
H: -2.03042 -2.87569 -3.11321
H: -2.91967 -3.59935 -1.75847
H: -1.69854 -5.29312 -3.39580
H: -1.44650 -5.50807 -1.66047
H: 1.31951 -5.80253 -0.06900
H: 2.64232 -4.97583 1.83309
H: 3.86890 -2.83175 1.65834
H: 3.74406 -1.50084 -0.41397
H: 2.38237 -2.29656 -2.31700
H: -0.74430 -7.48751 -3.11662
H: 0.08305 -9.71097 -3.74889
H: 2.52612 -10.12619 -3.93398
H: 4.15672 -8.28520 -3.61494
H: 3.35016 -6.04697 -2.97140
H: 3.20286 -3.78915 -4.09643
H: 3.75206 -2.82526 -6.29006
H: 1.95070 -2.26339 -7.88695
H: -0.41253 -2.67666 -7.27973
H: -0.97676 -3.61186 -5.07824
O: -0.73399 3.62808 0.82760
C: 0.00488 2.70180 0.69471
O: -0.17471 1.80900 -0.29463
C: 1.21559 2.55424 1.56987
C: 1.34268 3.43108 2.64217
C: 2.45855 3.34788 3.44651
C: 3.46587 2.43021 3.24322
C: 3.31111 1.57591 2.17468
C: 2.21729 1.62242 1.33397
N: 4.36306 0.57178 1.92055
O: 4.09439 -0.35429 1.16253
O: 5.42344 0.70899 2.46695
N: 2.60102 4.29365 4.57734
O: 3.59330 4.18818 5.26150
O: 1.72082 5.10515 4.73383
H: 0.57477 4.16602 2.83711
H: 4.33299 2.39445 3.88594
H: 2.17086 0.96413 0.48272

Atom charges from the Mulliken analysis, given in e for atoms 1 to 5:
1. Ir 1.682
2. N 0.443
3. N -0.280
4. C 0.543
5. O -0.556

---

| no. | DFT total energy (eV) |
| --- | --- |
| 1 | -267101.4995 |
| 2 | -58565.8313 |
| 3 | -124518.4493 |